(1)
{
  "formula": "C47H41BN14OPbS3",
  "method": "ωB97M-V/def2-TZVPD",
  "homo_lumo_gap_ev": [3.5899, 3.0976],
  "multiplicity": 2,
  "s_squared": 1.434,
  "charge": 3,
  "e_homo_ev": [-14.83, -14.83],
  "elements": ["Pb", "S", "S", "S", "O", "N", "N", "N", "N", "N", "N", "N", "N", "N", "N", "N", "N", "N", "N", "C", "C", "C", "C", "C", "C", "C", "C", "C", "C", "C", "C", "C", "C", "C", "C", "C", "C", "C", "C", "C", "C", "C", "C", "C", "C", "C", "C", "C", "C", "C", "C", "C", "C", "C", "C", "C", "C", "C", "C", "C", "C", "C", "C", "C", "C", "C", "B", "H", "H", "H", "H", "H", "H", "H", "H", "H", "H", "H", "H", "H", "H", "H", "H", "H", "H", "H", "H", "H", "H", "H", "H", "H", "H", "H", "H", "H", "H", "H", "H", "H", "H", "H", "H", "H", "H", "H", "H", "H"],
  "coordinates": [[0.25033, 0.08277, 0.06524], [-2.21537, 3.53922, 4.86747], [1.78319, 3.22754, 1.32940], [1.38514, 2.75533, 5.12891], [-0.67764, 1.40560, 2.07373], [-3.65418, 1.24862, -3.39560], [1.54572, 1.27455, -2.66194], [0.63408, -1.59627, -1.55901], [3.05949, -0.07845, -4.02662], [-8.78918, -1.54444, 2.93923], [-0.07804, -1.69434, 1.98839], [0.69780, 1.64347, -1.68638], [2.70162, 0.07051, -0.23506], [1.34886, -1.30363, -2.66349], [-0.32416, -3.14250, 4.27719], [3.18915, -0.20544, -1.46281], [2.41309, -0.37004, -5.14796], [-1.74262, 0.09421, -1.85133], [-2.22887, -0.64496, 0.71448], [4.36430, 0.57915, -5.68769], [4.25982, 0.49805, -4.32830], [0.45385, -3.30270, -2.97461], [1.45833, 5.60087, 2.27006], [1.65196, 2.28301, -3.54787], [3.16615, -0.00869, -6.18615], [2.26547, 4.86629, 1.43938], [0.83223, -3.09279, 3.65191], [-0.38431, 2.38751, 2.92056], [-7.19694, -0.20484, 1.86083], [-1.36582, -2.52660, 3.77283], [-4.57379, -0.40283, 0.38430], [0.85071, 3.32092, -3.13477], [-3.73874, -1.34286, 2.41605], [-4.83051, -0.96225, 1.63419], [0.07517, -2.79467, -1.72909], [-3.25038, -0.22368, -0.01864], [0.25757, 2.86912, -1.95356], [-0.77713, -3.43596, -0.69863], [0.13364, 1.91986, 4.27257], [-2.86565, 2.93493, 2.44259], [4.82232, -0.58952, -0.02286], [4.46152, -0.62620, -1.35062], [-6.58785, -2.33931, 2.76832], [0.46457, 3.51718, 2.42343], [-7.91085, -2.48338, 3.17553], [-1.50835, 0.34939, -3.11953], [-2.52113, 0.86295, -3.93624], [-1.79660, 2.92176, 3.29725], [0.42449, 4.83398, 2.82129], [-1.26824, -1.78701, 2.57886], [0.95985, -2.33201, 2.49055], [-2.44517, -1.20456, 1.89970], [1.26203, -2.33397, -3.52374], [-3.79278, 3.89407, 4.32877], [1.34726, 1.59160, 6.37672], [-6.21843, -1.17040, 2.10026], [-3.99773, 3.51978, 3.02950], [-3.88964, 1.01287, -2.12885], [0.39751, 0.62422, 6.16422], [-0.71609, 3.57833, -1.09126], [-8.49040, -0.43886, 2.30922], [2.78148, -0.20574, -7.59011], [3.67730, -0.13301, 0.64693], [-0.30746, 0.81840, 4.97257], [-2.94848, 0.32411, -1.34591], [3.52149, 0.14215, 2.09632], [2.29522, -0.08308, -2.70565], [-1.09584, 0.18550, 4.60990], [-5.88719, -3.13943, 2.94688], [-1.15702, 2.88595, -0.37822], [-2.28727, -2.63150, 4.32986], [2.33999, -1.19034, -7.74412], [-4.49024, 4.37416, 4.98754], [2.03094, 1.67397, 7.20128], [-3.90688, -1.75016, 3.40105], [5.18099, 0.93906, -6.27605], [3.12522, 5.20852, 0.89630], [5.02578, -0.94351, -2.20160], [-1.33572, -4.25925, -1.13647], [-0.15730, -3.83776, 0.10351], [-0.22308, 4.37932, -0.54305], [2.02932, 0.53066, -7.89340], [-4.91726, 3.69329, 2.50176], [-1.46231, -2.70516, -0.27554], [-1.49388, 4.03402, -1.70018], [-4.83294, 1.36729, -1.74314], [1.89242, -2.25334, 1.95709], [-5.38865, -0.16444, -0.27932], [3.94649, -0.66803, 2.68526], [-2.41337, 0.97769, -5.00441], [5.76361, -0.86216, 0.40726], [-9.28660, 0.27553, 2.15686], [4.06873, 1.04482, 2.36467], [0.21620, -0.18178, 6.85012], [4.92767, 0.84204, -3.56844], [1.60955, 6.64407, 2.48510], [-2.81889, 2.58516, 1.42906], [-8.26207, -3.36243, 3.69996], [3.64009, -0.06517, -8.24444], [-0.32165, 5.23857, 3.47997], [-0.52521, 0.12312, -3.50131], [2.47254, 0.28829, 2.34537], [-6.96430, 0.71639, 1.35448], [1.64758, -3.65486, 4.07829], [0.18632, -4.24473, -3.40609], [2.27056, 2.23100, -4.41676], [0.69889, 4.26081, -3.62143], [1.74947, -2.31181, -4.47578]],
  "mulliken_spin": [0.15, 0.02, -0.01, -0.06, -0.40, 0.00, 0.04, 0.03, 0.00, 0.00, 0.09, 0.09, 0.08, -0.01, 0.00, 0.00, 0.00, 0.02, 0.09, 0.00, 0.00, 0.00, 0.00, 0.00, 0.00, 0.00, 0.00, 0.03, 0.00, 0.01, 0.01, 0.01, 0.00, 0.00, 0.01, 0.00, 0.00, 0.00, 0.33, -0.03, 0.01, 0.01, 0.00, 0.02, 0.00, 0.00, 0.00, -0.03, 0.00, 0.00, 0.00, 0.00, 0.00, -0.09, 0.31, 0.00, 0.04, 0.00, 0.17, 0.01, 0.00, 0.00, 0.02, 0.05, 0.00, 0.00, 0.01, 0.00, 0.00, -0.01, 0.00, 0.00, 0.00, -0.01, 0.00, 0.00, 0.00, 0.00, 0.00, 0.00, 0.00, 0.00, 0.00, 0.00, 0.00, 0.00, 0.00, 0.00, 0.00, 0.00, 0.00, 0.00, 0.00, 0.00, 0.00, 0.00, -0.01, 0.00, 0.00, 0.00, 0.00, 0.00, 0.00, 0.00, 0.00, 0.00, 0.00, 0.00]
}


(2)
{
  "formula": "C47H41BO4PPtSi",
  "method": "ωB97M-V/def2-TZVPD",
  "homo_lumo_gap_ev": [6.8284, 7.2512],
  "multiplicity": 3,
  "s_squared": 2.078,
  "charge": -1,
  "e_homo_ev": [-4.35, -5.67],
  "elements": ["Pt", "P", "Si", "O", "O", "O", "O", "C", "C", "C", "C", "C", "C", "C", "C", "C", "C", "C", "C", "C", "C", "C", "C", "C", "C", "C", "C", "C", "C", "C", "C", "C", "C", "C", "C", "C", "C", "C", "C", "C", "C", "C", "C", "C", "C", "C", "C", "C", "C", "C", "C", "C", "C", "C", "B", "H", "H", "H", "H", "H", "H", "H", "H", "H", "H", "H", "H", "H", "H", "H", "H", "H", "H", "H", "H", "H", "H", "H", "H", "H", "H", "H", "H", "H", "H", "H", "H", "H", "H", "H", "H", "H", "H", "H", "H", "H"],
  "coordinates": [[0.51776, 1.11308, -1.05650], [0.31584, 3.37326, -0.10824], [-1.62339, 0.31899, -1.10816], [4.30874, 2.59403, -1.81205], [0.38890, -1.46668, -2.83504], [2.14771, -1.40192, -1.38114], [2.57994, 1.70557, -0.69184], [-2.29290, -2.93926, 2.27496], [-0.60083, 4.50230, -1.25138], [-3.26310, -1.63849, -5.06874], [3.12257, -3.57665, -2.06601], [-2.42682, 2.12415, 2.74221], [-1.77059, 2.34412, 1.41998], [-3.02254, 1.56672, -0.69844], [2.91820, -4.64677, -2.93519], [-0.06006, 3.64351, 2.69089], [-2.55010, -0.44572, -5.10685], [-5.35850, 2.26525, -0.89325], [-2.00105, 6.00741, -3.15219], [-3.09242, -1.07822, 0.97804], [-3.48267, -2.26224, -3.84987], [-2.06582, 0.10889, -3.93237], [-2.78216, 2.69740, 0.27553], [2.20574, -2.55018, -2.10948], [-1.55664, 6.59898, -1.97677], [-2.99721, -1.69313, -2.67696], [1.13902, -2.59228, -2.99019], [-4.26332, 1.45759, -1.26747], [1.51731, -7.18714, -3.87193], [-0.68362, 3.30274, 3.90430], [-3.29650, -2.03257, 1.96776], [1.68712, -5.92739, -4.73296], [-2.28033, -0.49813, -2.69291], [-4.02175, 3.37867, 0.76799], [-0.89050, -1.91389, 0.60974], [1.83833, 4.35062, 0.20202], [-0.57704, 3.27320, 1.47880], [-1.88752, -0.99220, 0.27216], [2.93456, -6.08124, -5.61331], [1.84142, -4.70483, -3.82488], [-1.88888, 2.55987, 3.90337], [4.04313, 6.06250, 0.45252], [-1.03776, 3.92515, -2.44293], [0.92903, -3.64515, -3.85274], [3.07891, 3.99030, -0.34699], [4.15543, 4.86583, -0.23068], [-5.22107, 3.19243, 0.16789], [3.35197, 2.65041, -1.04953], [-1.73752, 4.66661, -3.38432], [-0.86113, 5.85492, -1.03652], [2.82784, 6.41162, 1.02492], [1.74027, 5.56796, 0.88561], [0.47041, -5.81312, -5.65240], [-1.08764, -2.87727, 1.58930], [1.00088, -0.69312, -1.82133], [0.64710, -7.09037, -3.22011], [-0.23893, 3.62006, 4.83783], [-2.07587, 4.18881, -4.29520], [-2.44538, -3.68476, 3.04633], [-3.89400, -0.38500, 0.74591], [-1.75311, 7.64706, -1.78701], [-3.34306, 1.54505, 2.74009], [-4.43482, 0.69298, -2.01774], [-2.36165, 0.04345, -6.05544], [-3.91458, 4.08377, 1.58526], [0.79932, 5.85775, 1.33226], [0.86546, 4.19896, 2.74082], [3.62915, -5.46400, -2.91163], [3.96388, -3.54822, -1.38662], [5.08447, 4.56117, -0.69395], [-2.54824, 6.59115, -3.88186], [4.89792, 6.72192, 0.54194], [3.07666, -5.19482, -6.23417], [-4.24152, -2.06727, 2.49783], [0.07380, -3.62512, -4.51320], [2.83166, -6.95020, -6.26913], [-2.27707, 3.47271, -0.32112], [-0.45774, -5.73609, -5.08312], [-0.53482, 6.34463, -0.13019], [-3.17080, -2.19943, -1.73366], [0.07122, -1.86743, 0.11434], [-3.63777, -2.07992, -5.98463], [-1.34386, 1.36369, 1.14070], [1.37880, -8.06722, -4.50614], [0.54309, -4.94287, -6.30712], [2.72213, 7.34050, 1.57206], [-0.29251, -3.57474, 1.82459], [2.39049, -7.35816, -3.24118], [-2.37883, 2.33505, 4.84336], [3.83448, -6.21631, -5.01241], [-0.81986, 2.87671, -2.61958], [-6.31810, 2.12881, -1.37464], [0.40508, -6.70337, -6.28192], [-6.08789, 3.74584, 0.51141], [-1.47803, 1.02001, -3.98393], [-4.03002, -3.19706, -3.80979]],
  "mulliken_spin": [0.01, 0.01, -0.02, 0.00, 0.01, -0.01, 0.00, 0.00, 0.00, 0.00, 0.00, 0.32, -0.12, 0.45, 0.00, -0.22, 0.00, 0.47, 0.00, 0.00, 0.00, 0.00, -0.17, 0.00, 0.00, 0.00, 0.00, -0.22, 0.00, 0.44, 0.01, 0.00, 0.00, 0.38, 0.01, 0.00, 0.37, 0.03, 0.00, 0.00, -0.11, 0.00, 0.03, 0.00, 0.00, 0.00, -0.14, 0.00, 0.01, 0.02, 0.00, -0.01, 0.00, 0.00, 0.01, 0.00, 0.02, 0.00, 0.00, 0.02, 0.00, 0.04, -0.01, 0.00, 0.02, 0.01, 0.00, 0.00, 0.00, 0.00, 0.00, 0.00, 0.00, 0.00, 0.00, 0.00, 0.20, 0.00, -0.01, 0.00, 0.00, 0.00, 0.14, 0.00, 0.00, 0.00, 0.00, 0.00, 0.00, 0.00, -0.01, 0.02, 0.00, 0.00, 0.00, 0.00]
}


| no. | E (Eh) | largest force on an atom (hartree/bohr) |
| --- | --- | --- |
| 1 | -4068.7803 | 0.04381 |
| 2 | -2891.7602 | 0.01311 |